Record 1
71
Properties=species:S:1:pos:R:3:forces:R:3 method="wB97M-V/def2-TZVPD" lumo_ev=0.08
C 4.880 -1.438 -1.711 -0.013 0.116 0.071
O 3.595 -1.193 -2.310 0.064 -0.206 -0.129
P 3.527 -0.703 -3.807 -0.177 0.096 0.098
O 4.299 0.477 -4.148 0.123 0.258 -0.020
O 1.967 -0.690 -4.085 0.079 -0.140 0.231
C 0.949 -0.022 -3.358 -0.417 0.064 -0.220
Br 1.605 1.525 -2.419 0.220 0.364 -0.015
C 0.075 -0.997 -2.511 0.247 -0.193 -0.005
C 0.550 -2.441 -2.532 -0.357 -0.048 0.126
Br -0.165 -0.464 -0.653 -0.124 -0.167 0.101
O 4.012 -1.929 -4.711 -0.150 -0.220 -0.023
P 3.681 -3.500 -5.000 0.138 -0.044 0.167
O 3.163 -3.998 -3.530 0.279 -0.109 -0.059
Br 1.705 -3.332 -6.005 -0.101 -0.043 -0.203
H 5.086 -0.638 -1.003 0.029 -0.038 -0.046
H 4.817 -2.391 -1.188 -0.005 0.039 -0.026
H 5.670 -1.474 -2.464 -0.036 0.013 0.055
H 0.297 0.396 -4.120 0.138 0.024 -0.049
H -0.931 -0.930 -2.918 0.017 0.004 0.023
H -0.172 -3.050 -1.988 -0.004 0.046 -0.048
H 0.602 -2.816 -3.555 0.116 0.082 0.140
H 1.509 -2.549 -2.032 0.093 0.034 -0.170
H 3.745 -4.699 -3.196 -0.194 0.127 -0.079
F -4.546 -0.092 4.280 0.035 0.048 0.069
C -3.291 0.381 4.085 -0.029 -0.033 -0.014
C -2.591 -0.048 2.976 0.024 0.016 0.010
C -1.308 0.445 2.783 -0.020 -0.020 -0.013
C -0.752 1.339 3.686 0.015 0.000 0.012
C -1.483 1.749 4.793 -0.047 -0.034 0.008
C -2.770 1.270 5.002 0.032 0.005 -0.016
H -3.040 -0.750 2.286 -0.008 0.003 0.001
H -0.748 0.122 1.916 0.021 0.027 0.082
H 0.250 1.718 3.531 -0.001 0.001 0.003
H -1.048 2.443 5.498 -0.018 0.024 -0.008
H -3.363 1.576 5.853 -0.007 -0.008 -0.002
F 1.249 2.397 -9.072 -0.002 0.001 0.002
C 1.431 3.044 -7.900 -0.010 -0.013 -0.016
C 2.220 2.456 -6.932 -0.005 -0.010 0.024
C 2.403 3.129 -5.732 0.041 -0.044 0.037
C 1.797 4.359 -5.518 -0.009 -0.012 -0.015
C 1.008 4.925 -6.510 -0.008 -0.003 -0.001
C 0.819 4.268 -7.719 0.006 0.011 0.027
H 2.679 1.494 -7.118 0.018 0.010 -0.007
H 3.022 2.678 -4.965 0.004 -0.008 -0.028
H 1.939 4.875 -4.578 -0.001 0.001 -0.002
H 0.533 5.883 -6.346 0.008 0.002 -0.004
H 0.213 4.689 -8.510 -0.005 -0.010 -0.003
F -5.670 -2.060 0.032 -0.006 -0.003 0.005
C -6.397 -2.475 1.092 0.009 -0.004 -0.015
C -6.278 -1.790 2.284 -0.041 -0.035 -0.064
C -7.026 -2.223 3.369 -0.001 -0.005 0.007
C -7.867 -3.322 3.250 0.005 0.008 -0.009
C -7.963 -3.991 2.037 0.001 -0.002 0.000
C -7.225 -3.569 0.940 -0.010 -0.007 0.029
H -5.618 -0.940 2.355 -0.010 0.019 -0.005
H -6.947 -1.694 4.310 0.015 -0.008 0.001
H -8.446 -3.656 4.100 0.001 0.000 -0.002
H -8.615 -4.849 1.941 -0.004 0.008 -0.002
H -7.285 -4.071 -0.017 0.013 0.002 -0.002
F 1.127 3.257 5.948 0.051 0.034 0.018
C 2.082 2.338 6.219 -0.034 0.004 -0.020
C 3.319 2.479 5.626 0.017 -0.023 0.006
C 4.292 1.529 5.907 0.000 -0.002 -0.001
C 4.015 0.468 6.758 -0.010 0.009 -0.004
C 2.757 0.354 7.335 0.001 -0.002 -0.001
C 1.773 1.296 7.070 0.021 -0.017 0.001
H 3.508 3.312 4.964 -0.006 0.008 0.008
H 5.272 1.623 5.458 -0.005 -0.003 -0.003
H 4.778 -0.269 6.971 -0.002 0.001 0.001
H 2.536 -0.474 7.996 0.003 0.007 0.004
H 0.787 1.231 7.508 -0.007 0.000 -0.015

---

Record 2
71
Properties=species:S:1:pos:R:3:forces:R:3 method="wB97M-V/def2-TZVPD" e_above_lowest_kcal_mol=33.83 lumo_ev=-1.65
Sr -0.013 -0.863 -0.317 0.048 0.102 0.277
C 2.071 -5.125 -3.657 -0.006 0.023 0.021
S 3.037 -3.609 -3.607 0.023 -0.035 -0.048
C 1.921 -2.435 -2.920 -0.093 0.134 0.089
S 0.331 -2.867 -2.460 -0.047 -0.153 0.035
N 2.483 -1.252 -2.894 0.080 -0.012 -0.130
N 1.770 -0.292 -2.255 -0.203 0.008 0.115
C 1.964 0.903 -2.661 0.124 -0.069 0.026
C 1.328 2.041 -1.999 0.006 0.040 0.009
C 1.391 3.290 -2.623 0.008 -0.027 0.023
C 0.789 4.380 -2.030 -0.018 -0.010 0.026
C 0.142 4.199 -0.816 0.027 0.008 -0.023
C 0.133 2.929 -0.268 -0.048 -0.003 0.037
N 0.701 1.863 -0.824 -0.019 0.008 -0.056
H 2.736 -5.877 -4.081 0.007 0.004 -0.004
H 1.197 -5.007 -4.292 -0.009 -0.013 0.000
H 1.760 -5.424 -2.661 0.002 -0.006 -0.002
H 2.608 1.096 -3.518 0.019 0.001 0.017
H 1.904 3.381 -3.571 0.004 -0.001 -0.002
H 0.817 5.352 -2.505 0.002 0.003 -0.001
H -0.352 5.018 -0.312 -0.006 -0.007 0.008
H -0.375 2.762 0.676 -0.018 -0.011 -0.008
Cl -3.457 -1.939 1.899 0.008 -0.007 0.013
C -3.876 -1.069 0.419 -0.014 0.036 -0.005
C -2.855 -0.463 -0.288 0.102 -0.124 -0.099
C -3.271 0.162 -1.446 0.061 0.002 -0.113
Cl -2.025 0.936 -2.433 0.021 0.009 -0.040
C -4.579 0.202 -1.915 -0.051 0.029 0.073
Cl -4.997 0.987 -3.394 0.000 0.003 0.010
C -5.568 -0.409 -1.145 0.009 -0.007 0.007
Cl -7.212 -0.369 -1.658 -0.018 0.000 -0.005
C -5.217 -1.054 0.041 -0.005 0.004 -0.004
Cl -6.441 -1.809 0.997 0.003 0.000 0.000
N -1.172 3.875 4.914 -0.001 0.011 0.003
C -0.615 2.625 4.241 0.024 0.007 -0.021
C -1.690 1.561 4.241 -0.049 -0.038 -0.001
C -1.159 0.288 3.540 -0.120 -0.052 -0.040
N -1.030 0.444 2.101 0.230 0.010 0.110
C 0.146 -0.147 4.206 -0.006 0.009 -0.033
C 1.210 0.951 4.253 -0.028 -0.014 0.051
N 1.606 1.332 2.898 -0.009 -0.032 -0.056
C 0.642 2.191 4.966 0.024 -0.014 0.000
H -2.011 4.202 4.434 0.001 0.000 0.000
H -0.481 4.627 4.924 -0.002 0.001 0.000
H -1.425 3.662 5.881 0.001 -0.002 -0.001
H -0.361 2.933 3.226 -0.009 -0.001 0.000
H -2.591 1.908 3.726 -0.002 0.005 0.003
H -1.956 1.317 5.278 -0.006 0.002 0.003
H -1.902 -0.494 3.699 0.012 -0.004 0.016
H -0.373 1.178 1.869 -0.042 0.021 -0.036
H -1.912 0.516 1.603 0.008 0.035 0.001
H 0.549 -1.007 3.671 0.002 0.001 0.000
H -0.073 -0.457 5.233 0.001 -0.006 0.002
H 2.051 0.578 4.848 -0.002 0.003 0.002
H 1.739 0.466 2.355 0.066 0.081 -0.004
H 2.507 1.798 2.905 -0.004 0.008 0.027
H 1.387 2.994 4.964 0.001 0.005 0.002
H 0.407 1.941 6.008 0.005 -0.001 0.005
C 1.781 -1.501 1.616 -0.152 -0.013 -0.340
C 2.547 -2.078 2.379 0.084 0.073 0.011
C 3.449 -2.724 3.288 -0.048 -0.037 0.044
C 3.128 -3.962 3.854 0.005 0.012 0.002
C 3.991 -4.579 4.745 0.002 -0.011 0.007
C 5.192 -3.976 5.092 0.004 -0.004 0.007
C 5.524 -2.748 4.536 0.004 0.002 -0.001
C 4.664 -2.128 3.643 0.012 0.013 -0.002
H 2.194 -4.434 3.578 -0.002 0.001 -0.001
H 3.726 -5.540 5.168 0.001 0.000 0.001
H 5.867 -4.461 5.786 0.001 -0.001 0.001
H 6.463 -2.274 4.793 -0.001 0.001 -0.001
H 4.929 -1.178 3.197 -0.005 0.001 -0.005

---

Record 3
72
Properties=species:S:1:pos:R:3:forces:R:3 method="wB97M-V/def2-TZVPD" e_above_lowest_kcal_mol=10.09 lumo_ev="-0.39 / -0.38" spin_multiplicity=4
Co 0.738 -0.053 -0.065 0.537 -0.050 0.119
C -0.777 3.733 -1.406 0.091 -0.011 -0.026
C -0.157 2.642 -0.595 -0.252 0.227 0.439
N 0.803 1.897 -0.970 -0.048 -0.337 -0.245
N 1.225 2.024 -2.302 -0.266 0.498 0.071
C 2.541 2.255 -2.573 0.049 -0.066 -0.056
N 2.925 1.719 -3.765 0.133 0.035 0.030
S 3.513 3.181 -1.610 -0.068 -0.102 0.026
C -0.688 2.354 0.783 0.137 0.123 -0.401
C -1.719 3.094 1.322 -0.153 0.106 0.168
C -2.199 2.753 2.585 -0.048 0.132 -0.137
C -1.613 1.708 3.260 0.110 -0.079 0.049
C -0.568 1.021 2.647 0.112 -0.065 0.088
N -0.129 1.327 1.434 -0.207 -0.098 -0.252
H -0.114 4.024 -2.214 0.032 -0.024 -0.050
H -0.988 4.605 -0.790 0.032 -0.015 -0.004
H -1.721 3.382 -1.830 0.008 -0.006 0.015
H 0.689 1.442 -2.934 0.122 -0.224 0.078
H 2.498 0.843 -4.039 0.002 -0.021 0.023
H 3.912 1.798 -3.949 -0.039 0.055 -0.041
H -2.152 3.919 0.777 -0.037 -0.018 0.030
H -3.019 3.306 3.024 0.006 0.004 -0.013
H -1.950 1.414 4.244 0.024 -0.011 -0.012
H -0.036 0.209 3.131 -0.035 -0.005 -0.031
C -5.998 0.857 -0.993 0.034 -0.067 0.050
O -5.819 -0.044 0.087 -0.018 0.079 -0.026
C -4.562 -0.474 0.346 -0.020 -0.007 -0.023
C -4.453 -1.338 1.463 -0.034 0.050 -0.049
C -3.226 -1.816 1.798 0.091 -0.013 -0.028
C -2.049 -1.490 1.074 -0.020 -0.037 0.056
C -0.784 -2.069 1.448 -0.136 0.058 0.010
C -0.626 -2.926 2.679 0.025 0.039 -0.010
O 0.251 -1.910 0.768 0.046 -0.251 -0.119
C -2.160 -0.603 -0.054 -0.023 -0.018 0.104
O -1.163 -0.207 -0.754 -0.197 0.077 -0.088
C -3.459 -0.118 -0.390 0.023 -0.089 0.071
H -7.053 1.114 -1.004 -0.016 -0.017 0.009
H -5.725 0.390 -1.942 0.008 0.000 -0.019
H -5.405 1.763 -0.852 0.006 0.016 0.006
H -5.345 -1.597 2.016 0.008 0.009 -0.016
H -3.150 -2.485 2.644 -0.002 0.000 -0.004
H -1.323 -2.679 3.475 0.013 0.003 0.005
H 0.397 -2.788 3.027 -0.009 -0.005 -0.012
H -0.765 -3.977 2.412 -0.004 0.006 -0.002
H -3.521 0.540 -1.244 0.012 0.009 -0.013
C -0.107 -2.181 -5.317 -0.049 -0.008 0.050
N -0.431 -2.697 -4.001 0.078 -0.024 -0.151
C -1.409 -3.644 -3.722 0.078 0.112 -0.036
C -1.386 -3.855 -2.394 0.120 0.066 0.073
N -0.386 -3.051 -1.885 -0.079 0.074 0.176
C 0.188 -2.318 -2.856 -0.212 -0.047 -0.074
S 1.413 -1.170 -2.663 0.030 0.024 0.180
H -0.285 -2.958 -6.057 -0.004 0.001 -0.001
H 0.942 -1.896 -5.330 0.014 -0.013 -0.001
H -0.713 -1.306 -5.552 -0.005 0.002 0.016
H -2.023 -4.073 -4.493 0.029 -0.002 -0.007
H -1.979 -4.504 -1.776 0.010 0.019 0.011
H -0.167 -2.868 -0.911 0.016 -0.001 0.077
I 8.747 1.076 3.800 0.036 0.000 0.005
C 6.804 0.634 3.168 0.000 -0.015 0.036
C 6.333 1.179 1.984 -0.099 -0.045 -0.036
C 5.039 0.882 1.574 0.086 -0.018 -0.086
C 4.224 0.066 2.347 -0.040 -0.009 0.055
C 4.713 -0.467 3.533 0.031 0.037 0.038
C 6.010 -0.196 3.947 -0.065 0.006 -0.064
C 2.797 -0.204 1.930 0.042 -0.007 0.205
O 1.971 -0.531 2.790 0.041 -0.068 0.030
O 2.565 -0.044 0.688 -0.087 -0.029 -0.302
H 6.962 1.822 1.384 -0.004 0.005 0.011
H 4.650 1.280 0.644 0.010 0.024 0.026
H 4.063 -1.093 4.130 -0.005 0.017 -0.002
H 6.394 -0.620 4.865 0.000 0.008 -0.003